[1]
The following is a quantum chemistry calculation of a single C30H31NO2S molecule in a non-equilibrium geometry, from OMol25.

Geometry as XYZ:
```
65
Properties=species:S:1:pos:R:3:mulliken_charge:R:1
C 5.275 0.689 4.016 -0.971
N 4.396 -0.308 3.451 0.249
C 4.964 -1.626 3.315 -1.005
C 3.231 0.067 2.772 -0.149
C 3.237 0.239 1.373 -0.611
C 2.081 0.622 0.716 -0.570
C 0.883 0.743 1.425 0.268
C -0.449 1.026 0.748 0.803
C -0.824 0.103 -0.434 -0.193
C -2.134 0.206 -0.939 -1.339
C -2.662 -0.710 -1.836 -0.064
C -4.009 -0.538 -2.399 0.541
C -4.555 0.768 -2.473 -0.491
C -5.829 0.999 -2.988 -0.662
C -6.582 -0.067 -3.497 -0.334
C -6.057 -1.365 -3.456 -0.639
C -4.800 -1.597 -2.900 -0.282
C -1.858 -1.905 -2.193 0.533
O -2.379 -2.903 -2.722 -0.867
C -0.422 -1.887 -1.833 -0.328
C 0.500 -2.885 -2.411 0.355
C 1.889 -2.607 -2.484 -0.468
C 2.786 -3.506 -3.071 -0.719
C 2.326 -4.697 -3.644 -0.297
C 0.961 -4.997 -3.585 -0.661
C 0.075 -4.119 -2.961 -0.242
C -0.006 -0.941 -0.907 -0.752
C 0.880 0.626 2.820 -0.490
C 2.035 0.296 3.492 -0.579
H 4.750 1.654 4.039 0.275
H 5.560 0.396 5.037 0.319
H 6.192 0.790 3.408 0.306
H 4.216 -2.321 2.916 0.291
H 5.841 -1.623 2.655 0.321
H 5.286 -1.982 4.299 0.326
H 4.163 0.087 0.806 0.417
H 2.064 0.758 -0.372 0.659
H -1.200 0.761 1.504 0.474
H -2.769 1.007 -0.556 0.457
H -3.958 1.615 -2.136 0.378
H -6.220 2.014 -3.001 0.341
H -7.566 0.119 -3.931 0.348
H -6.625 -2.204 -3.860 0.369
H -4.404 -2.611 -2.879 0.410
H 2.267 -1.652 -2.108 0.362
H 3.847 -3.267 -3.094 0.351
H 3.021 -5.379 -4.138 0.356
H 0.578 -5.912 -4.026 0.370
H -0.981 -4.372 -2.936 0.421
H 0.990 -1.032 -0.490 0.883
H -0.058 0.729 3.375 0.407
H 2.043 0.168 4.571 0.446
C -0.619 5.382 1.246 -1.171
S -0.253 3.776 1.904 1.222
C -1.319 3.621 3.344 -0.973
C -0.659 2.512 0.506 -1.227
O 1.148 3.755 2.332 -0.607
H -1.674 5.452 0.973 0.418
H -0.369 6.111 2.028 0.436
H 0.012 5.531 0.364 0.413
H -2.343 3.906 3.073 0.389
H -1.284 2.590 3.720 0.261
H -0.922 4.300 4.114 0.434
H -1.705 2.729 0.221 0.524
H -0.003 2.865 -0.306 0.556
```

Computed properties:
maximum force = 1.95 eV/Å
HOMO energy = -5.677 eV



[2]
The following is a quantum chemistry calculation of 4 unconnected molecules or ions with the total composition C27H34B2N3O3 in a non-equilibrium geometry, from OMol25.

Geometry as XYZ:
```
69
Properties=species:S:1:pos:R:3:mulliken_charge:R:1
C 0.884 3.276 1.697 -0.856
C 1.526 1.868 2.089 -0.438
B 1.708 1.011 0.725 1.531
O 1.961 1.758 -0.510 -0.502
B 1.680 -0.660 0.587 -0.999
C 1.382 -1.442 2.012 0.284
C 2.789 -1.792 2.671 -0.619
O 2.740 -1.760 4.115 -0.634
C 0.707 -1.237 -0.613 -0.771
C -0.707 -0.604 -0.673 0.285
O -1.079 -0.132 -1.748 -0.467
C -1.752 -0.528 0.493 0.724
C -2.647 0.638 0.471 -0.468
C -3.710 0.875 1.430 -0.556
C -3.927 -0.095 2.497 -0.517
C -3.047 -1.263 2.552 -0.273
C -1.969 -1.505 1.580 0.124
H 0.659 3.882 2.614 0.314
H 1.650 3.830 1.089 0.164
H -0.018 3.107 1.058 0.192
H 2.544 2.058 2.531 0.316
H 0.834 1.375 2.816 0.226
H 2.914 1.959 -0.503 0.164
H 2.816 -0.978 0.284 -0.358
H 0.912 -2.447 1.773 -0.311
H 0.715 -0.871 2.710 0.010
H 3.592 -1.091 2.323 0.268
H 3.083 -2.812 2.266 0.172
H 2.013 -2.364 4.347 0.335
H 0.644 -2.362 -0.589 0.278
H 1.216 -0.984 -1.589 0.015
H -2.509 1.379 -0.349 0.297
H -4.351 1.782 1.296 0.321
H -4.762 0.079 3.216 0.326
H -3.248 -1.970 3.399 0.195
H -1.349 -2.423 1.660 0.259
N 3.429 5.568 -1.613 -0.540
C 2.556 5.004 -2.455 -0.153
C 2.891 4.545 -3.720 -0.379
C 4.204 4.681 -4.140 -0.216
C 5.127 5.265 -3.286 -0.321
C 4.690 5.687 -2.040 -0.202
H 1.541 4.921 -2.083 0.353
H 2.143 4.094 -4.358 0.391
H 4.505 4.337 -5.122 0.359
H 6.162 5.388 -3.579 0.345
H 5.376 6.146 -1.335 0.356
N -2.377 1.744 -5.331 -0.492
C -3.523 1.681 -6.019 -0.292
C -4.589 0.869 -5.670 -0.250
C -4.462 0.069 -4.543 -0.518
C -3.285 0.113 -3.814 -0.204
C -2.278 0.963 -4.246 -0.415
H -3.574 2.322 -6.894 0.344
H -5.495 0.862 -6.264 0.350
H -5.274 -0.582 -4.237 0.377
H -3.150 -0.496 -2.931 0.361
H -1.342 1.035 -3.706 0.709
N 0.268 -4.516 3.684 -0.183
C -1.043 -4.484 3.902 -0.269
C -1.889 -5.564 3.697 -0.538
C -1.336 -6.747 3.233 -0.167
C 0.030 -6.803 2.995 -0.562
C 0.783 -5.664 3.236 -0.193
H -1.427 -3.535 4.262 0.466
H -2.950 -5.480 3.893 0.365
H -1.961 -7.615 3.058 0.356
H 0.498 -7.708 2.631 0.365
H 1.855 -5.656 3.066 0.366
```

Computed properties:
maximum force = 2.46 eV/Å
HOMO energy = -4.140 eV
total charge = -1



[3]
The following is a quantum chemistry calculation of a single C4H7NO2 molecule, from OMol25.

Geometry as XYZ:
```
14
Properties=species:S:1:pos:R:3:mulliken_charge:R:1
O 0.928 -2.324 0.824 -0.376
N -0.343 -1.777 0.679 -0.582
C -0.325 -0.710 0.001 0.478
C -1.444 0.288 -0.209 -0.447
C -0.329 1.363 -0.154 -0.735
C 0.680 0.281 -0.589 0.083
O 2.016 0.382 -0.212 -0.509
H 0.753 -3.109 1.359 0.376
H -2.239 0.318 0.537 0.309
H -1.880 0.210 -1.211 0.225
H -0.140 1.619 0.897 0.298
H -0.396 2.275 -0.750 0.318
H 0.653 0.162 -1.680 0.242
H 2.066 1.021 0.507 0.319
```

Computed properties:
maximum force = 0.65 eV/Å
SMILES string = O/N=C1/CC[C@H]1O
HOMO energy = -9.544 eV
ΔE to the lowest compared entry with this formula, charge and spin = 80.3 kcal/mol



- Among the records above, which one has the lowest HOMO energy?
  C4H7NO2



- What is the maximum force in the first record?
  1.95 eV/Å



- Which of these has the lowest maximum force?
  C4H7NO2